235
Properties=species:S:1:pos:R:3 method="wB97M-V/def2-TZVPD" gap_ev=7.811 e_tot_ev=-108734.09063 homo_energy_ev=-24.00 total_charge=+9
C 1.931 -8.990 4.553
C 1.502 -7.527 4.824
N 2.100 -6.581 3.922
C 1.477 -5.707 3.142
C 2.468 -4.946 2.436
N 3.665 -5.498 2.719
C 3.422 -6.521 3.638
C 4.896 -4.982 2.189
H 3.003 -9.058 4.368
H 1.314 -9.379 3.743
H 1.816 -9.785 5.290
H 1.924 -7.264 5.794
H 0.417 -7.428 4.852
H 0.398 -5.715 3.085
H 2.330 -4.149 1.720
H 4.182 -7.166 4.053
H 5.052 -5.389 1.190
H 5.759 -5.459 2.653
H 4.999 -3.897 2.200
C -2.372 -5.016 0.643
C -1.936 -5.757 -0.628
N -1.617 -4.891 -1.673
C -2.538 -4.097 -2.368
C -1.812 -3.182 -3.195
N -0.493 -3.480 -3.065
C -0.396 -4.559 -2.230
C 0.617 -2.718 -3.594
H -1.801 -4.108 0.842
H -2.338 -5.604 1.560
H -3.401 -4.658 0.599
H -2.703 -6.447 -0.979
H -1.041 -6.339 -0.407
H -3.600 -4.105 -2.173
H -2.023 -2.293 -3.772
H 0.542 -4.986 -1.909
H 0.286 -1.962 -4.306
H 1.333 -3.401 -4.051
H 1.094 -2.198 -2.763
C -5.258 -1.215 -5.002
C -5.797 0.209 -5.016
N -6.215 0.746 -3.721
C -5.458 1.002 -2.596
C -6.324 1.450 -1.551
N -7.597 1.566 -2.117
C -7.478 1.213 -3.439
C -8.847 1.984 -1.434
H -4.594 -1.383 -4.154
H -4.813 -1.529 -5.946
H -6.092 -1.901 -4.853
H -6.648 0.238 -5.696
H -5.079 0.865 -5.508
H -4.421 0.728 -2.718
H -6.160 1.857 -0.564
H -8.279 1.173 -4.162
H -9.670 1.985 -2.149
H -8.703 3.019 -1.123
H -9.067 1.219 -0.690
C -8.700 -5.294 -4.367
C -8.750 -3.756 -4.535
N -8.683 -3.158 -3.233
C -9.484 -2.178 -2.710
C -9.182 -1.924 -1.333
N -8.022 -2.627 -1.043
C -7.786 -3.398 -2.163
C -7.408 -2.637 0.291
H -8.736 -5.744 -5.359
H -9.552 -5.740 -3.856
H -7.765 -5.583 -3.888
H -9.683 -3.503 -5.038
H -7.916 -3.358 -5.113
H -10.249 -1.768 -3.353
H -9.668 -1.162 -0.742
H -6.982 -4.119 -2.170
H -8.097 -2.076 0.923
H -6.362 -2.351 0.409
H -7.386 -3.709 0.484
C -5.005 -7.224 1.906
C -4.694 -6.727 3.333
N -5.365 -5.521 3.594
C -6.695 -5.288 3.728
C -6.950 -3.886 3.898
N -5.746 -3.301 4.016
C -4.732 -4.251 3.824
C -5.658 -1.856 4.375
H -6.085 -7.360 1.854
H -4.473 -8.160 1.732
H -4.680 -6.482 1.176
H -3.611 -6.611 3.329
H -4.967 -7.391 4.153
H -7.437 -6.073 3.745
H -7.913 -3.402 3.962
H -3.682 -4.001 3.843
H -5.320 -1.857 5.411
H -6.626 -1.367 4.263
H -4.972 -1.310 3.727
C 3.253 3.934 2.419
C 2.120 4.256 3.422
C 2.470 3.814 4.909
N 1.761 4.566 6.030
C 2.579 4.273 7.364
C 0.343 3.977 6.253
C -0.550 4.840 5.324
C 0.041 6.238 5.389
C 1.509 6.149 5.910
H 4.245 4.199 2.786
H 2.999 4.488 1.516
H 3.150 2.860 2.269
H 1.218 3.754 3.072
H 1.973 5.334 3.353
H 3.482 4.204 5.019
H 2.520 2.745 5.119
H 3.608 4.617 7.248
H 2.533 3.226 7.664
H 2.019 4.870 8.085
H -0.114 4.114 7.233
H 0.214 2.902 6.124
H -1.596 4.775 5.622
H -0.604 4.351 4.351
H -0.520 6.871 6.077
H -0.077 6.654 4.389
H 1.625 6.654 6.869
H 2.224 6.605 5.224
C -3.743 -0.938 0.689
C -2.595 -0.732 -0.306
C -1.159 -1.154 0.112
N -0.338 -0.024 0.793
C -1.115 0.702 1.903
C 0.003 1.014 -0.305
C 1.430 1.504 0.068
C 2.126 0.182 0.565
C 0.993 -0.569 1.318
H -4.720 -0.936 0.204
H -3.875 -0.261 1.533
H -3.703 -1.885 1.227
H -2.606 0.333 -0.535
H -2.951 -1.145 -1.250
H -0.584 -1.394 -0.783
H -1.187 -1.991 0.809
H -1.433 0.017 2.689
H -1.993 1.144 1.432
H -0.506 1.465 2.388
H -0.680 1.863 -0.321
H -0.055 0.565 -1.297
H 1.529 2.222 0.882
H 1.903 1.852 -0.850
H 2.831 0.422 1.361
H 2.707 -0.277 -0.235
H 1.003 -0.375 2.390
H 1.022 -1.647 1.160
C -1.131 5.472 -5.797
C 0.204 4.867 -5.191
C 0.555 3.672 -6.116
N 1.687 2.748 -5.604
C 3.023 3.481 -5.505
C 1.776 1.513 -6.470
C 2.335 0.348 -5.534
C 1.955 0.721 -4.098
C 1.518 2.210 -4.155
H -1.193 5.632 -6.873
H -1.430 6.419 -5.347
H -2.006 4.866 -5.563
H -0.019 4.592 -4.160
H 1.069 5.527 -5.259
H 0.952 3.881 -7.109
H -0.273 2.965 -6.154
H 3.843 2.802 -5.275
H 3.058 4.352 -4.851
H 3.170 3.855 -6.518
H 2.373 1.814 -7.331
H 0.737 1.271 -6.694
H 3.422 0.278 -5.576
H 2.086 -0.674 -5.819
H 2.863 0.651 -3.500
H 1.210 0.068 -3.642
H 1.951 2.864 -3.397
H 0.439 2.304 -4.036
C 1.338 5.548 -0.613
C 2.722 5.961 -1.056
C 3.295 7.284 -0.613
N 4.843 7.364 -0.959
C 5.275 6.818 -2.376
C 5.662 6.625 0.124
C 6.504 7.770 0.778
C 6.524 8.862 -0.280
C 5.192 8.857 -0.855
H 1.381 5.551 0.476
H 1.000 4.529 -0.804
H 0.428 6.078 -0.896
H 2.739 5.893 -2.144
H 3.429 5.194 -0.741
H 3.008 7.538 0.408
H 2.930 8.042 -1.306
H 5.435 5.740 -2.349
H 6.209 7.347 -2.565
H 4.499 6.979 -3.124
H 6.208 5.811 -0.354
H 4.878 6.177 0.734
H 7.552 7.538 0.964
H 6.057 8.064 1.728
H 7.256 8.680 -1.067
H 6.737 9.791 0.249
H 5.194 9.400 -1.800
H 4.530 9.315 -0.120
C 8.351 -4.463 -0.628
C 7.339 -3.356 -0.487
C 7.918 -1.908 -0.434
N 6.907 -0.785 -0.139
C 5.815 -0.742 -1.254
C 7.484 0.623 0.041
C 6.445 1.377 0.927
C 6.139 0.288 1.934
C 6.336 -1.042 1.278
H 7.846 -5.417 -0.776
H 9.081 -4.639 0.162
H 8.858 -4.144 -1.539
H 6.714 -3.539 0.388
H 6.722 -3.469 -1.378
H 8.266 -1.485 -1.377
H 8.726 -1.950 0.296
H 5.063 0.015 -1.031
H 5.287 -1.689 -1.144
H 6.163 -0.500 -2.259
H 7.629 1.088 -0.934
H 8.465 0.588 0.516
H 5.638 1.781 0.317
H 6.923 2.195 1.466
H 5.224 0.417 2.511
H 6.840 0.552 2.726
H 5.453 -1.679 1.232
H 7.065 -1.600 1.865
B -1.072 -2.978 3.521
F 0.123 -2.993 2.819
F -1.529 -4.270 3.785
F -0.823 -2.245 4.659
F -2.061 -2.349 2.855